A molecular structure, C32H22FeN6O4S4. Source: the Open Molecules 2025 dataset; level of theory: wB97M-V/def2-TZVPD.

The geometry in ORCA input format:
```
! RIJCOSX wB97M-V def2-TZVPD def2/J DEFGRID3
* xyz -1 2
O -4.566 -1.805 -1.411
H 1.410 -1.358 -2.403
C 0.124 0.852 -3.796
C 4.554 1.120 1.668
C 1.220 2.277 3.837
H 1.662 1.783 -4.914
O -1.683 1.257 -0.163
H 0.519 -2.525 3.791
N 1.592 -6.951 -3.228
S 1.975 2.267 -1.382
C 1.229 -5.941 -2.821
H 0.438 -2.447 1.302
S 1.409 0.526 -0.469
O -2.588 -1.365 -0.446
Fe -0.867 -0.432 -0.723
C -1.539 1.634 3.948
C -0.300 -4.611 -1.431
C -2.959 -0.563 -2.620
C -1.224 0.442 -3.756
H -0.816 -5.505 -1.115
C -0.006 -1.654 1.892
H 0.494 2.933 3.374
C -2.200 2.566 3.180
C -0.180 1.665 -6.047
N -1.710 -0.157 -2.621
N -1.349 1.939 5.342
C -1.038 0.457 3.332
C 0.052 -1.685 3.296
H 0.234 2.146 -6.924
N -0.101 -2.232 -1.329
C 3.122 0.598 4.954
H -1.549 -3.257 -0.303
H 0.726 0.700 -2.913
C 1.961 0.890 5.646
S 0.457 3.660 -1.053
C -3.839 -0.391 -3.710
H 1.790 0.475 6.632
H -4.847 -0.763 -3.594
H -2.775 3.244 1.211
C 0.773 -4.673 -2.310
C -0.704 -3.371 -0.969
H -2.124 1.429 -6.898
H 2.244 -3.503 -3.367
C 0.936 -2.302 -2.168
C -2.286 2.472 1.789
O 4.453 0.741 3.034
C -1.107 0.369 1.930
H 2.504 2.432 2.157
C 3.323 1.125 3.681
N -0.219 1.882 5.860
C -3.446 -1.308 -1.383
S 0.515 4.328 0.779
H -2.614 3.432 3.685
H 3.681 0.787 1.101
H 4.659 2.203 1.565
C -3.386 0.221 -4.833
C 2.382 1.995 3.138
N -0.587 -0.678 1.239
H 5.450 0.635 1.290
H -0.432 -0.650 5.091
H -4.031 0.378 -5.690
C -1.487 1.271 -6.035
C -1.712 1.391 1.112
H 3.879 -0.052 5.374
C 1.404 -3.494 -2.688
C -0.466 -0.643 4.010
C 0.974 1.688 5.075
C -2.039 0.650 -4.890
C 0.631 1.453 -4.913
*
```

Summary:
Energy relative to the best compared isomer or geometry (same formula, charge and spin) (kcal/mol): 0.0
Gap between HOMO and LUMO (spin up / spin down) (eV): 5.83 / 5.49
LUMO (spin up / spin down) (Ha): 0.054 / 0.039
<S²>: 0.755